# 1
Molecular formula: C38H87N5O23
Method: DFT, ωB97M-V/def2-TZVPD

ORCA input file:
```
! wB97M-V def2-TZVPD RIJCOSX def2/J DEFGRID3
* xyz -4 1
C 0.1981 2.4225 -0.4162
C -0.5251 1.0892 0.0813
C -0.2802 0.8907 1.6247
O -0.9043 -0.3064 2.1407
C -0.4706 -0.5931 3.4223
N -1.9652 1.3219 -0.1030
H -2.2079 0.8748 -0.9755
H -2.5138 0.9798 0.6729
H -2.0851 2.3166 -0.2312
H -0.0603 2.7518 -1.4227
H 1.2578 2.1808 -0.4982
H -0.0585 3.2980 0.1802
H -0.2283 0.2111 -0.4923
H -0.6495 1.6906 2.2666
H 0.7976 0.8073 1.7648
H -0.7123 0.1175 4.2127
H 0.6066 -0.7587 3.4405
H -0.9646 -1.5466 3.6086
C 3.4867 0.1400 -3.0721
C 4.4497 0.6372 -4.1666
C 4.5897 -0.2283 -5.3724
O 5.3731 0.4757 -6.3312
C 5.6195 -0.2810 -7.5020
N 4.0213 2.0215 -4.7270
H 4.8087 2.6191 -4.9342
H 3.4276 1.8880 -5.5331
H 3.4602 2.5218 -4.0525
H 2.5303 -0.1968 -3.4719
H 3.2117 0.9646 -2.4145
H 3.9832 -0.6226 -2.4720
H 5.4384 0.7962 -3.7362
H 3.5804 -0.3919 -5.7503
H 4.9486 -1.2345 -5.1559
H 5.9955 0.3387 -8.3161
H 4.7041 -0.7728 -7.8311
H 6.1997 -1.1495 -7.1902
C -2.0595 2.8481 -3.7606
C -1.4307 2.4688 -5.0983
C -1.5155 3.7054 -6.0859
O -0.9190 3.4901 -7.3924
C -1.6236 2.4636 -8.1025
N 0.0822 2.1499 -4.9697
H 0.6834 2.0899 -5.7791
H 0.4646 2.8880 -4.3961
H 0.1105 1.2760 -4.4641
H -3.0543 3.2837 -3.8547
H -1.5351 3.6234 -3.2022
H -2.3183 2.0391 -3.0775
H -1.8920 1.5522 -5.4658
H -0.8312 4.4845 -5.7500
H -2.4775 4.2120 -6.1637
H -1.4695 1.4987 -7.6194
H -1.3404 2.4629 -9.1551
H -2.7009 2.5958 -8.2027
C 0.0309 -2.8377 0.2617
C 0.8276 -3.7224 -0.6883
C 2.1105 -3.0072 -1.2294
O 2.7134 -3.6668 -2.3050
C 4.1330 -3.6431 -2.2310
N 1.1599 -4.9534 0.1418
H 1.7806 -5.5621 -0.3723
H 1.6020 -4.7131 1.0175
H 0.3324 -5.5047 0.3189
H 0.6592 -2.3490 1.0063
H -0.8885 -3.2478 0.6794
H -0.2377 -1.9569 -0.3217
H 0.1670 -4.0183 -1.5033
H 2.8172 -2.9655 -0.4006
H 1.8554 -1.9822 -1.4986
H 4.6310 -2.7189 -2.5241
H 4.4834 -4.3102 -3.0187
H 4.5347 -4.1763 -1.3693
C -1.9086 -4.7076 3.3824
C -3.3436 -5.2728 3.2670
C -4.3726 -4.7809 4.3100
O -5.6391 -5.4060 4.1720
C -6.7181 -4.4623 4.0083
N -3.9540 -5.1462 1.9070
H -4.1675 -4.1875 1.6713
H -3.4037 -5.6270 1.2098
H -4.8390 -5.6328 1.9156
H -1.8454 -3.6595 3.0898
H -1.3661 -5.2341 2.5972
H -1.5081 -4.9643 4.3631
H -3.3427 -6.3612 3.3264
H -4.4430 -3.7024 4.1682
H -4.0632 -4.9417 5.3427
H -7.5829 -4.7990 3.4367
H -6.3606 -3.6608 3.3619
H -7.0651 -3.9562 4.9092
C 2.1342 3.2221 3.7445
C 0.7592 3.8861 3.8555
O 0.2913 4.2666 2.7392
O 0.3107 4.1386 4.9854
H 2.7593 4.0028 4.1781
H 2.5642 3.0607 2.7560
H 2.1366 2.2811 4.2947
C -3.8783 5.8794 -1.9123
C -3.6504 4.9688 -0.6938
O -2.6792 4.1475 -0.7033
O -4.5405 4.9814 0.1830
H -3.3794 5.4725 -2.7919
H -3.5147 6.8989 -1.7838
H -4.9376 6.0469 -2.1071
C -4.0370 -0.4602 3.6289
C -4.1884 -0.9593 2.2001
O -4.2861 -0.0910 1.2795
O -4.2421 -2.1961 1.9284
H -5.0771 -0.1665 3.7698
H -3.2531 0.2972 3.6223
H -3.6350 -1.1768 4.3451
C -0.9084 -2.4647 -4.0477
C -1.0040 -1.1010 -3.3514
O 0.0139 -0.3112 -3.4183
O -2.0526 -0.7877 -2.6876
H -0.9682 -3.3152 -3.3687
H 0.0345 -2.6563 -4.5599
H -1.7809 -2.5810 -4.6905
C 2.9763 -2.6695 4.2347
C 2.4612 -3.7114 3.2519
O 1.3456 -4.2438 3.5482
O 3.0947 -4.1378 2.2958
H 3.7387 -3.0613 4.9081
H 2.1456 -2.4085 4.8904
H 3.2487 -1.7854 3.6584
C 3.2791 0.1443 0.5410
C 4.7518 -0.0587 0.3467
O 5.2934 -1.2035 0.3094
O 5.4612 0.9578 0.2596
H 2.9645 0.2538 1.5789
H 2.8591 -0.7727 0.1277
H 2.9280 0.9409 -0.1148
C -2.4255 1.4697 6.8860
C -3.4165 2.2662 7.7660
O -2.9378 2.5306 8.8755
O -4.5059 2.6594 7.3141
H -1.7672 0.8357 7.4798
H -1.8008 2.0520 6.2087
H -3.0046 0.7873 6.2639
C 1.3977 5.3277 -1.6715
C 2.1122 4.3648 -2.6522
O 2.9431 3.5400 -2.3029
O 1.7964 4.4433 -3.8361
H 0.4504 4.9676 -1.2704
H 1.2438 6.2501 -2.2316
H 1.9973 5.4291 -0.7669
C 1.1322 0.6992 6.8937
C 1.9874 1.3888 7.9373
O 1.3514 1.8671 8.9202
O 3.2258 1.4182 7.9045
H 1.6527 -0.0915 6.3534
H 0.7408 1.4929 6.2573
H 0.2639 0.2069 7.3316
*
```

The calculation puts the frontier orbital gap at 0.048 hartree. As for the highest occupied orbital energy: 3.0 eV.

Atom charges from the Löwdin analysis, given in e for atoms 1 to 5: C -0.01; C -0.24; C -0.11; O -0.21; C -0.11


# 2
Molecular formula: C5H9N3
Method: DFT, ωB97M-V/def2-TZVPD

ORCA input file:
```
! wB97M-V def2-TZVPD RIJCOSX def2/J DEFGRID3
* xyz 0 1
C 0.2277 -1.8040 0.2930
C -1.9135 0.0367 -0.0295
C -0.0244 -0.3563 0.2068
N -2.3741 1.2851 0.2223
C 2.1524 0.5129 0.2429
C 2.8723 1.2084 -0.6209
N 0.3953 0.7859 0.3404
N -2.5892 -0.9767 -0.3796
H -1.6686 2.0067 0.2994
H -3.2798 1.5595 -0.1410
H -3.5956 -0.7950 -0.4772
H 2.5808 -0.0948 1.0343
H 0.7865 -2.1269 -0.5874
H -0.7347 -2.3228 0.3314
H 0.8102 -2.0246 1.1895
H 2.4023 1.7965 -1.4050
H 3.9524 1.3094 -0.5194
*
```

The calculation puts the frontier orbital gap at 0.351 hartree. As for the highest occupied orbital energy: -8.5 eV. The energy above the lowest of the compared OMol25 structures with the same formula, charge and spin is 93.6 kcal per mole.

Atom charges from the natural (NBO) analysis, given in e for atoms 1 to 5: C -0.73; C 0.43; C 0.35; N -0.85; C -0.07


# 3
Molecular formula: C4H7FOS
Method: DFT, ωB97M-V/def2-TZVPD

ORCA input file:
```
! wB97M-V def2-TZVPD RIJCOSX def2/J DEFGRID3
* xyz 0 1
C 0.6138 -0.6677 -1.3128
S -0.6222 -1.3814 -0.5876
C -0.2198 -2.9264 0.1132
O -1.9274 -1.1889 -1.1639
H 0.6094 -0.0890 -2.2078
H 1.6522 -0.6474 -0.9311
H 0.3374 -2.8290 0.9689
H -1.0796 -3.3941 0.2967
C -0.0381 2.5171 0.4727
C -1.1222 2.0012 -0.0347
F -1.4606 2.0948 -1.3575
H 0.0005 2.3108 1.4951
H 0.6505 2.9028 -0.2419
H -2.0246 1.4292 0.4641
*
```

The calculation puts the frontier orbital gap (spin up / spin down) at 0.274 / 0.275 hartree. As for the SMILES: C=S(=C)=O.C=CF. As for the highest occupied orbital energy (spin up / spin down): -8.3 / -8.3 eV. The energy above the lowest of the compared OMol25 structures with the same formula, charge and spin is 132.9 kcal per mole.

Atom charges from the natural (NBO) analysis, given in e for atoms 1 to 5: C -0.87; S 1.66; C -0.83; O -0.87; H 0.26